The following is a DFT calculation (ωB97M-V with the def2-TZVPD basis set) of a 13-piece molecular cluster, H26O13 overall.

Bonds (Å) are listed after each position.
Geometry (Å):
1 H 1.029 0.359 -0.649  O27 0.964
2 H -0.323 -0.179 -1.088  O27 0.964
3 H -2.800 -2.587 -1.358  O28 0.964
4 H -2.331 -3.796 -2.151  O28 0.964
5 H 1.565 1.568 -3.977  O29 0.964
6 H 2.520 0.637 -3.247  O29 0.964
7 H -0.928 -2.676 -0.675  O30 0.964
8 H 0.066 -3.316 -1.631  O30 0.964
9 H -1.587 1.197 -1.391  O31 0.964
10 H -0.412 1.347 -2.343  O31 0.964
11 H 2.880 2.944 -0.633  O32 0.964
12 H 3.648 4.254 -0.561  O32 0.964
13 H 2.409 -2.300 0.019  O33 0.964
14 H 3.223 -3.224 -0.872  O33 0.964
15 H 0.257 -1.598 3.757  O34 0.964
16 H -1.140 -2.195 3.824  O34 0.964
17 H -2.809 -1.058 0.201  O35 0.964
18 H -3.913 -0.037 -0.020  O35 0.964
19 H 3.374 -0.228 1.143  O36 0.964
20 H 2.797 -1.397 1.925  O36 0.964
21 H -0.221 4.961 -1.546  O37 0.964
22 H -1.499 4.547 -0.835  O37 0.964
23 H -0.924 1.028 3.345  O38 0.964
24 H 0.299 0.201 3.707  O38 0.964
25 H -1.390 1.947 1.954  O39 0.964
26 H -0.966 0.555 1.515  O39 0.964
27 O 0.105 0.313 -0.378  H1 0.964, H2 0.964
28 O -2.764 -3.549 -1.326  H3 0.964, H4 0.964
29 O 1.586 0.868 -3.315  H5 0.964, H6 0.964
30 O -0.869 -3.101 -1.538  H7 0.964, H8 0.964
31 O -1.319 1.024 -2.301  H9 0.964, H10 0.964
32 O 2.776 3.893 -0.758  H11 0.964, H12 0.964
33 O 3.297 -2.428 -0.334  H13 0.964, H14 0.964
34 O -0.608 -1.558 3.333  H15 0.964, H16 0.964
35 O -3.246 -0.308 0.621  H17 0.964, H18 0.964
36 O 3.615 -1.079 1.525  H19 0.964, H20 0.964
37 O -0.635 4.213 -1.103  H21 0.964, H22 0.964
38 O -0.544 0.507 4.061  H23 0.964, H24 0.964
39 O -1.747 1.086 1.710  H25 0.964, H26 0.964

***

The following is a DFT calculation (ωB97M-V with the def2-TZVPD basis set) of a 13-piece molecular cluster, H26O13 overall.

Bonds (Å) are listed after each position.
Geometry (Å):
1 H 0.370 0.163 -0.566  O27 0.904
2 H -0.076 0.906 0.670  O27 0.959
3 H 0.283 -3.627 -3.238  O28 0.917
4 H -0.678 -3.100 -2.290  O28 0.962
5 H 1.264 -0.411 2.207  O29 0.958
6 H 2.518 -1.235 2.534  O29 0.974
7 H 3.746 0.706 1.587  O30 1.013
8 H 5.094 0.420 2.205  O30 0.951
9 H 3.443 -1.322 -3.067  O31 0.918
10 H 3.569 -0.079 -2.176  O31 0.970
11 H 2.257 3.745 5.080  O32 0.971
12 H 2.302 2.699 3.896  O32 0.914
13 H -2.888 -1.712 -0.577  O33 0.954
14 H -1.655 -1.441 -1.122  O33 0.909
15 H -3.421 1.067 -0.811  O34 0.970
16 H -5.016 1.291 -0.850  O34 1.023
17 H 0.328 0.650 5.498  O35 0.915
18 H 1.144 0.338 4.307  O35 0.974
19 H -3.738 -0.308 -3.025  O36 0.896
20 H -2.605 0.669 -3.384  O36 0.962
21 H 1.690 1.800 -2.618  O37 0.956
22 H 0.230 1.679 -2.663  O37 0.934
23 H -3.097 -3.751 -0.779  O38 0.986
24 H -1.577 -3.317 -0.802  O38 0.911
25 H -1.550 2.558 -0.984  O39 0.904
26 H -2.203 2.894 0.264  O39 0.948
27 O 0.473 0.196 0.331  H1 0.904, H2 0.959
28 O 0.211 -3.465 -2.338  H3 0.917, H4 0.962
29 O 1.634 -1.291 2.128  H5 0.958, H6 0.974
30 O 4.326 -0.059 1.912  H7 1.013, H8 0.951
31 O 2.985 -0.795 -2.472  H9 0.918, H10 0.970
32 O 2.083 3.551 4.145  H11 0.971, H12 0.914
33 O -2.093 -1.233 -0.354  H13 0.954, H14 0.909
34 O -4.177 1.139 -1.415  H15 0.970, H16 1.023
35 O 0.609 1.041 4.719  H17 0.915, H18 0.974
36 O -2.977 0.064 -2.735  H19 0.896, H20 0.962
37 O 0.967 1.330 -2.207  H21 0.956, H22 0.934
38 O -2.153 -4.018 -0.880  H23 0.986, H24 0.911
39 O -1.625 2.258 -0.135  H25 0.904, H26 0.948

***

The following is a DFT calculation (ωB97M-V with the def2-TZVPD basis set) of a 13-piece molecular cluster, H26O13 overall.

Bonds (Å) are listed after each position.
Geometry (Å):
1 H 0.185 0.404 -0.635  O27 0.964
2 H -0.940 1.324 -0.189  O27 0.964
3 H -2.587 -1.707 1.412  O28 0.964
4 H -2.820 -2.340 2.774  O28 0.964
5 H -3.333 1.121 -3.520  O29 0.964
6 H -4.568 0.891 -4.376  O29 0.964
7 H 0.063 -2.377 -1.424  O30 0.964
8 H 1.024 -3.541 -1.599  O30 0.964
9 H 0.957 3.351 3.085  O31 0.964
10 H 1.850 3.840 1.956  O31 0.964
11 H 0.995 -2.006 -4.652  O32 0.964
12 H 1.725 -2.806 -3.585  O32 0.964
13 H 0.817 0.937 2.320  O33 0.964
14 H 0.335 0.609 3.724  O33 0.964
15 H 1.459 -1.993 0.345  O34 0.964
16 H 1.468 -0.474 0.382  O34 0.964
17 H 3.998 -1.069 -0.294  O35 0.964
18 H 3.559 -2.320 0.449  O35 0.964
19 H 2.489 0.061 -0.863  O36 0.964
20 H 1.573 0.942 -1.697  O36 0.964
21 H -2.960 0.195 3.510  O37 0.964
22 H -3.128 0.791 2.122  O37 0.964
23 H -2.504 3.216 -1.935  O38 0.964
24 H -2.866 3.794 -0.576  O38 0.964
25 H 3.224 -1.267 2.098  O39 0.964
26 H 1.707 -1.284 2.193  O39 0.964
27 O -0.036 1.335 -0.523  H1 0.964, H2 0.964
28 O -3.069 -2.420 1.847  H3 0.964, H4 0.964
29 O -4.217 0.738 -3.491  H5 0.964, H6 0.964
30 O 0.089 -3.315 -1.645  H7 0.964, H8 0.964
31 O 1.386 4.144 2.744  H9 0.964, H10 0.964
32 O 0.858 -2.448 -3.806  H11 0.964, H12 0.964
33 O 1.041 1.062 3.249  H13 0.964, H14 0.964
34 O 1.814 -1.224 -0.114  H15 0.964, H16 0.964
35 O 3.694 -1.971 -0.440  H17 0.964, H18 0.964
36 O 2.361 0.975 -1.142  H19 0.964, H20 0.964
37 O -3.311 0.966 3.052  H21 0.964, H22 0.964
38 O -3.253 3.541 -1.422  H23 0.964, H24 0.964
39 O 2.428 -1.172 1.563  H25 0.964, H26 0.964

***

The following is a DFT calculation (ωB97M-V with the def2-TZVPD basis set) of a 13-piece molecular cluster, H26O13 overall.

Bonds (Å) are listed after each position.
Geometry (Å):
1 O 1.228 1.910 1.461  H2 0.974, H3 0.914
2 H 1.774 1.118 1.307  O1 0.974
3 H 0.771 1.683 2.218  O1 0.914
4 O 1.307 -1.575 -0.878  H5 0.964, H6 0.953
5 H 0.901 -1.128 -1.630  O4 0.964
6 H 0.731 -2.268 -0.566  O4 0.953
7 O -1.269 3.150 1.383  H8 0.972, H9 0.907
8 H -1.208 3.985 0.888  O7 0.972
9 H -0.439 2.876 1.141  O7 0.907
10 O -0.353 0.638 3.502  H11 0.953, H12 0.932
11 H -0.175 -0.042 2.858  O10 0.953
12 H -1.280 0.613 3.593  O10 0.932
13 O 3.216 0.407 -2.262  H14 0.934, H15 0.922
14 H 3.116 -0.425 -2.674  O13 0.934
15 H 2.359 0.703 -2.091  O13 0.922
16 O -0.497 -1.270 1.615  H17 0.951, H18 0.955
17 H 0.323 -1.486 2.046  O16 0.951
18 H -1.267 -1.569 2.094  O16 0.955
19 O -2.911 0.691 1.129  H20 0.921, H21 0.946
20 H -2.331 1.175 0.602  O19 0.921
21 H -2.536 -0.177 1.121  O19 0.946
22 O 0.128 -0.580 -3.283  H23 0.964, H24 0.937
23 H -0.636 -1.152 -3.149  O22 0.964
24 H -0.154 0.239 -2.928  O22 0.937
25 O 2.294 -0.567 1.426  H26 0.933, H27 0.938
26 H 3.136 -0.968 1.463  O25 0.933
27 H 1.988 -0.966 0.634  O25 0.938
28 O -2.827 -0.441 -1.806  H29 0.962, H30 0.920
29 H -2.015 -0.161 -1.373  O28 0.962
30 H -2.967 -1.267 -1.424  O28 0.920
31 O -0.731 -3.480 -0.509  H32 0.953, H33 0.944
32 H -0.790 -4.297 -0.023  O31 0.953
33 H -1.306 -2.929 -0.002  O31 0.944
34 O -0.706 0.272 -0.553  H35 0.977, H36 0.975
35 H 0.073 0.769 -0.871  O34 0.977
36 H -0.434 -0.120 0.297  O34 0.975
37 O 1.128 1.876 -1.559  H38 0.915, H39 0.933
38 H 1.568 2.379 -0.934  O37 0.915
39 H 0.791 2.387 -2.263  O37 0.933

***

The following is a DFT calculation (ωB97M-V with the def2-TZVPD basis set) of a 13-piece molecular cluster, H26O13 overall.

Bonds (Å) are listed after each position.
Geometry (Å):
1 H 0.301 0.181 0.884  O27 0.945
2 H 0.081 0.748 -0.488  O27 0.909
3 H 4.373 -1.967 -0.808  O28 0.944
4 H 3.161 -2.323 0.114  O28 1.008
5 H -0.407 3.996 1.297  O29 1.022
6 H 1.042 3.812 1.639  O29 0.956
7 H 1.991 1.015 -1.787  O30 0.950
8 H 3.476 0.742 -1.647  O30 0.905
9 H -2.650 0.659 -0.320  O31 0.921
10 H -2.198 1.819 -0.942  O31 0.996
11 H -1.249 -0.905 -3.551  O32 0.967
12 H -2.249 -1.864 -2.858  O32 0.932
13 H -3.943 2.267 1.143  O33 0.909
14 H -4.847 2.491 2.229  O33 0.981
15 H -1.777 -0.906 2.707  O34 0.952
16 H -3.013 -0.430 3.580  O34 1.001
17 H -1.560 3.131 -3.863  O35 0.990
18 H -2.760 2.666 -4.550  O35 0.900
19 H 2.259 -3.792 0.723  O36 0.914
20 H 2.284 -5.128 1.478  O36 0.970
21 H 0.100 -2.159 -1.622  O37 1.024
22 H 1.360 -1.170 -1.582  O37 0.948
23 H 2.698 1.473 3.000  O38 0.969
24 H 3.471 0.701 1.993  O38 0.936
25 H -0.322 -3.131 1.222  O39 0.913
26 H 0.857 -2.554 1.785  O39 0.979
27 O -0.140 0.853 0.387  H1 0.945, H2 0.909
28 O 4.089 -1.932 0.092  H3 0.944, H4 1.008
29 O 0.470 3.668 0.886  H5 1.022, H6 0.956
30 O 2.859 1.397 -1.747  H7 0.950, H8 0.905
31 O -3.008 1.495 -0.463  H9 0.921, H10 0.996
32 O -2.177 -1.161 -3.465  H11 0.967, H12 0.932
33 O -4.700 2.747 1.293  H13 0.909, H14 0.981
34 O -2.664 -1.137 2.963  H15 0.952, H16 1.001
35 O -2.402 2.630 -3.725  H17 0.990, H18 0.900
36 O 2.808 -4.468 0.999  H19 0.914, H20 0.970
37 O 0.413 -1.188 -1.532  H21 1.024, H22 0.948
38 O 3.587 1.136 2.813  H23 0.969, H24 0.936
39 O 0.388 -3.412 1.723  H25 0.913, H26 0.979

***

The following is a DFT calculation (ωB97M-V with the def2-TZVPD basis set) of a 13-piece molecular cluster, H26O13 overall.

Bonds (Å) are listed after each position.
Geometry (Å):
1 O -8.398 -24.703 -10.810  H2 0.957, H3 0.957
2 H -8.040 -25.591 -10.810  O1 0.957
3 H -8.778 -24.597 -9.938  O1 0.957
4 O -9.585 -25.532 -13.369  H5 0.957, H6 0.957
5 H -9.225 -25.085 -12.603  O4 0.957
6 H -9.567 -26.460 -13.136  O4 0.957
7 O -8.173 -27.766 -10.199  H8 0.957, H9 0.957
8 H -7.564 -27.321 -9.609  O7 0.957
9 H -8.428 -28.559 -9.727  O7 0.957
10 O -10.236 -31.579 -13.959  H11 0.957, H12 0.957
11 H -10.122 -31.878 -13.056  O10 0.957
12 H -10.758 -32.265 -14.375  O10 0.957
13 O -6.903 -30.181 -14.394  H14 0.957, H15 0.957
14 H -6.233 -30.862 -14.463  O13 0.957
15 H -6.887 -29.921 -13.473  O13 0.957
16 O -9.872 -28.997 -15.573  H17 0.957, H18 0.957
17 H -9.265 -29.100 -16.306  O16 0.957
18 H -9.634 -29.696 -14.964  O16 0.957
19 O -11.958 -27.858 -14.246  H20 0.957, H21 0.957
20 H -11.265 -28.287 -14.748  O19 0.957
21 H -12.181 -27.082 -14.759  O19 0.957
22 O -7.150 -30.506 -11.408  H23 0.957, H24 0.957
23 H -7.930 -30.513 -10.853  O22 0.957
24 H -6.897 -31.426 -11.478  O22 0.957
25 O -9.253 -30.111 -9.518  H26 0.957, H27 0.957
26 H -10.209 -30.152 -9.504  O25 0.957
27 H -8.986 -30.466 -8.670  O25 0.957
28 O -9.651 -28.206 -12.488  H29 0.957, H30 0.957
29 H -9.308 -28.984 -12.927  O28 0.957
30 H -9.195 -28.185 -11.646  O28 0.957
31 O -6.204 -27.530 -12.203  H32 0.957, H33 0.957
32 H -5.805 -27.190 -11.402  O31 0.957
33 H -6.954 -28.042 -11.898  O31 0.957
34 O -12.891 -26.712 -11.878  H35 0.957, H36 0.957
35 H -12.383 -26.607 -11.073  O34 0.957
36 H -12.246 -26.972 -12.536  O34 0.957
37 O -12.248 -30.302 -12.788  H38 0.957, H39 0.957
38 H -11.501 -30.635 -13.285  O37 0.957
39 H -12.245 -29.359 -12.954  O37 0.957

Total charge ... +1
Spin multiplicity ... 2

***

Energy relative to the best compared isomer or geometry (same formula, charge and spin)
In order: 161.9, 135.4, 200.9, 55.6, 115.6, 17.7
Unit: kcal per mole
Strongest force on any atom
In order: 5.9, 6.1, 11.2, 4.2, 4.5, 2.5
Unit: eV/Å